{
  "formula": "C10H28BClGaNO5P",
  "method": "wB97M-V/def2-TZVPD",
  "elements": ["C", "C", "N", "Ga", "B", "O", "C", "C", "C", "Cl", "C", "C", "H", "H", "H", "H", "H", "H", "H", "H", "H", "H", "H", "H", "H", "H", "H", "H", "H", "H", "H", "C", "O", "P", "O", "O", "C", "O", "C", "H", "H", "H", "H", "H", "H", "H", "H", "H"],
  "coordinates": [[-0.223, -0.786, -1.976], [-0.525, -0.214, -3.410], [-1.402, 0.977, -3.440], [-1.058, 2.291, -2.059], [-1.942, 1.881, -0.202], [-1.856, 2.941, 0.791], [-2.722, 0.530, 0.221], [-3.896, 0.122, -0.782], [0.928, 2.741, -1.706], [2.139, 1.957, -2.837], [1.122, 4.331, -1.891], [2.581, 4.685, -1.343], [0.402, -1.724, -2.129], [0.384, -0.116, -1.312], [-1.193, -1.134, -1.536], [0.409, -0.041, -4.038], [-1.086, -1.043, -3.965], [-1.418, 1.407, -4.366], [-1.750, 3.679, -2.569], [-1.991, 3.747, 0.261], [-2.039, -0.342, 0.460], [-3.247, 0.759, 1.211], [-3.548, -0.029, -1.837], [-4.648, 0.971, -0.740], [-4.455, -0.779, -0.382], [1.146, 2.553, -0.608], [0.300, 4.920, -1.410], [1.138, 4.478, -3.015], [3.340, 4.623, -2.172], [2.908, 3.944, -0.552], [2.569, 5.745, -0.942], [3.604, -3.532, 2.990], [2.297, -3.983, 3.356], [1.012, -2.966, 2.817], [0.518, -2.657, 4.226], [0.212, -4.236, 2.170], [0.000, -5.390, 2.966], [-0.062, -1.912, 2.018], [0.082, -0.527, 2.334], [4.339, -4.231, 3.389], [3.702, -3.495, 1.901], [3.792, -2.539, 3.411], [-0.045, -5.155, 4.031], [0.799, -6.110, 2.782], [-0.947, -5.841, 2.667], [1.135, -0.250, 2.391], [-0.414, -0.307, 3.279], [-0.393, 0.055, 1.546]],
  "nbo_charge": [-0.632, -0.203, -1.076, 0.903, 0.550, -0.950, -0.815, -0.607, -0.624, -0.155, -0.424, -0.632, 0.196, 0.211, 0.211, 0.163, 0.144, 0.352, -0.343, 0.491, 0.220, 0.192, 0.238, 0.194, 0.190, 0.188, 0.211, 0.207, 0.207, 0.200, 0.190, -0.270, -0.703, 2.300, -1.038, -0.807, -0.245, -0.659, -0.266, 0.192, 0.172, 0.176, 0.199, 0.173, 0.186, 0.174, 0.200, 0.215],
  "total_charge": -1,
  "largest_force_ev_per_a": 9.01,
  "homo_lumo_gap_ha": 0.136,
  "total_energy_ev": -97414.558,
  "lumo_energy_ha": -0.003
}